(1)
The following is a quantum chemistry calculation of a molecular structure, C13H24N3O2TeV, from the Open Molecules 2025 dataset.

XYZ file:
```
44
Properties=species:S:1:pos:R:3:forces:R:3
V 0.233 0.722 0.546 -2.14 -0.34 -0.59
C 4.657 1.129 0.433 0.30 -0.68 -0.01
O 3.988 2.391 0.396 -1.34 0.38 -0.05
C 2.660 2.379 0.402 0.97 1.61 0.22
O 1.962 1.371 0.359 2.10 0.22 -0.15
N 2.136 3.628 0.481 0.12 -0.41 -0.21
N 0.744 3.782 0.404 0.08 0.10 -0.19
H 5.716 1.365 0.358 -0.10 -0.02 -0.02
H 4.344 0.501 -0.403 0.03 0.08 0.11
H 4.456 0.622 1.378 0.00 0.07 -0.10
H 2.762 4.425 0.468 -0.09 -0.17 -0.04
H 0.468 4.190 -0.494 0.27 -0.09 0.26
H 0.439 4.413 1.141 0.08 -0.26 -0.09
C -2.262 3.595 1.228 0.07 -0.18 0.08
Te -1.899 1.579 1.912 -1.13 0.58 0.10
C -3.702 0.899 0.921 0.12 0.04 0.11
H -3.305 3.839 1.411 -0.02 -0.14 0.05
H -2.043 3.699 0.170 0.00 -0.11 -0.03
H -1.649 4.272 1.808 0.07 0.06 0.12
H -3.608 0.937 -0.162 0.17 0.00 0.05
H -4.506 1.553 1.248 0.03 0.02 0.08
H -3.913 -0.118 1.239 0.06 -0.01 0.03
C -2.290 -2.830 -2.371 0.04 0.08 -0.03
N -1.907 -1.612 -1.684 -0.10 0.23 0.04
C -0.808 -0.939 -2.345 -0.17 -0.21 0.11
C -1.715 -1.754 -0.247 0.38 0.06 -0.05
C -0.336 -2.195 0.205 -0.13 -0.23 0.03
C 0.012 -3.539 0.142 -0.07 0.19 -0.03
C 1.290 -3.947 0.483 0.13 -0.08 -0.01
C 2.212 -3.014 0.928 0.07 -0.06 0.05
C 1.848 -1.681 1.045 0.09 -0.13 0.02
C 0.582 -1.238 0.659 0.02 -0.38 0.26
H -2.588 -2.574 -3.388 0.02 -0.08 -0.03
H -3.152 -3.267 -1.868 0.01 -0.07 -0.02
H -1.482 -3.574 -2.421 -0.02 -0.03 -0.02
H -1.116 -0.688 -3.360 0.08 0.13 0.00
H 0.101 -1.560 -2.395 0.03 0.22 0.07
H -0.575 -0.001 -1.802 0.00 -0.10 -0.19
H -2.474 -2.448 0.127 -0.04 0.19 0.03
H -1.903 -0.758 0.191 -0.08 -0.16 0.03
H -0.722 -4.261 -0.187 -0.05 -0.14 0.00
H 1.562 -4.988 0.408 0.04 -0.10 0.00
H 3.213 -3.326 1.191 0.06 -0.07 0.08
H 2.573 -0.979 1.448 0.01 -0.04 -0.09
```
Positions in Å, forces in eV/Å.

LUMO (spin up / spin down) (eV): -3.158 / -3.100
<S²>: 0.764
Multiplicity: 2
Frontier orbital gap (spin up / spin down) (eV): 6.98 / 6.50
E (eV): -55406.56608
Charge: +1

Mulliken population analysis, charges in e, atoms 1 to 5: V 0.174; C -0.657; O -0.404; C 0.716; O -0.659

---

(2)
The following is a quantum chemistry calculation of 12 unconnected molecules or ions with the total composition C14H52N22O12, from the Open Molecules 2025 dataset.

XYZ file:
```
100
Properties=species:S:1:pos:R:3:forces:R:3
C 3.563 -0.198 1.370 -1.26 -0.28 1.94
O 4.003 -1.190 0.814 0.62 -0.19 -0.68
N 2.855 0.777 0.787 -0.35 0.49 -0.23
N 3.503 -0.118 2.822 1.06 2.01 -1.38
H 2.591 0.792 -0.203 0.39 -0.22 0.57
H 2.473 1.519 1.361 0.13 -0.18 -0.24
H 4.353 -0.497 3.217 0.00 -0.44 -0.06
H 3.487 0.896 3.116 -0.50 -1.41 -0.18
C 1.016 2.996 3.687 -1.49 -0.90 -0.75
O 2.019 2.319 3.730 1.67 -0.49 0.07
N -0.200 2.439 3.607 -1.55 0.68 0.52
N 0.995 4.317 3.581 0.97 1.95 0.06
H -1.076 2.931 3.513 0.36 0.31 -0.16
H -0.276 1.472 3.573 0.27 -1.90 0.05
H 1.904 4.740 3.463 -0.37 0.35 0.20
H 0.139 4.844 3.542 0.27 0.03 -0.14
C -2.394 4.027 0.230 0.30 0.41 0.46
O -2.177 3.677 1.382 -0.21 -0.46 1.25
N -3.587 3.917 -0.372 -0.99 -0.12 -1.19
N -1.443 4.633 -0.511 -0.62 0.22 -0.94
H -3.675 4.113 -1.378 -0.02 -0.21 0.88
H -4.349 3.501 0.136 0.10 0.11 -0.02
H -1.535 4.284 -1.454 0.67 0.34 -0.54
H -0.546 4.556 -0.091 0.72 -0.06 0.02
C 1.337 -3.724 0.371 0.73 -0.67 -1.04
O 0.433 -2.963 0.011 0.06 0.21 0.39
N 1.141 -4.772 1.209 1.30 -0.35 0.78
N 2.579 -3.663 -0.278 -0.81 0.01 0.52
H 0.326 -4.809 1.795 -0.72 0.19 -0.45
H 1.891 -5.393 1.538 -0.38 0.87 -0.64
H 2.739 -2.777 -0.767 0.12 -0.67 0.72
H 3.369 -4.056 0.224 -0.11 0.41 -0.28
C -0.195 -2.390 -3.798 0.68 -2.31 0.56
O -0.215 -1.152 -3.675 0.14 -1.60 0.67
N -0.686 -3.007 -4.899 0.37 -2.16 0.48
N 0.299 -3.368 -2.866 -0.38 2.58 0.24
H -1.194 -2.488 -5.553 -0.56 0.82 -0.95
H -0.817 -4.045 -4.909 0.19 1.77 0.13
H 0.680 -4.298 -2.925 -0.37 -0.04 -1.42
H 0.444 -3.096 -1.905 -0.16 0.77 0.23
C -3.828 -0.452 -1.090 0.55 -1.55 0.70
O -4.370 -0.945 -0.108 -0.67 0.17 0.18
N -3.764 0.841 -1.385 0.36 0.42 -1.03
N -3.127 -1.243 -1.991 0.50 0.64 -0.73
H -4.235 1.567 -0.896 -0.07 0.05 0.29
H -3.204 1.048 -2.197 -0.23 0.75 0.17
H -2.333 -0.730 -2.405 -0.63 -0.93 0.27
H -2.903 -2.173 -1.658 -0.02 0.26 0.04
C 3.591 0.679 -2.678 0.22 1.06 0.11
O 3.585 1.592 -3.505 0.25 -0.56 0.19
N 4.742 0.329 -1.997 -2.36 -1.78 0.26
N 2.367 0.128 -2.309 -0.01 -0.89 0.21
H 4.673 -0.381 -1.232 0.46 1.24 -0.77
H 5.486 0.975 -2.111 0.60 0.19 0.15
H 1.582 0.425 -2.908 0.82 -0.46 0.42
H 2.280 -0.814 -1.884 0.21 1.11 -0.56
C 2.752 3.648 -0.691 -0.27 1.63 2.97
O 3.857 4.037 -0.372 0.76 -0.62 0.49
N 2.339 3.681 -1.946 -1.53 -0.79 -2.04
N 1.764 3.384 0.272 0.84 0.22 -0.36
H 1.433 3.273 -2.123 -0.23 -0.05 0.03
H 3.000 3.303 -2.592 0.61 0.12 -0.60
H 0.849 3.110 -0.034 -0.35 -0.26 0.15
H 1.962 3.619 1.241 -0.18 -0.03 -0.61
C -2.654 -4.346 1.188 -0.13 0.48 -1.18
O -1.630 -4.993 1.399 -0.73 -0.09 0.73
N -2.645 -3.116 0.613 -0.27 -0.15 0.12
N -3.944 -4.808 1.393 0.99 0.01 0.14
H -1.764 -2.688 0.365 -0.09 -0.22 0.18
H -3.515 -2.593 0.608 0.47 0.47 -0.21
H -4.753 -4.414 0.926 0.38 -0.17 0.48
H -3.987 -5.539 2.068 -0.58 -0.44 -0.02
C -0.615 0.910 -0.352 -0.53 1.49 -2.79
O -0.617 1.897 -1.179 0.35 -1.15 1.77
N -0.456 -0.336 -0.842 0.69 -1.56 1.08
N -0.884 1.040 0.951 0.64 -0.96 -0.51
H -0.122 -0.600 -1.783 -0.31 0.86 0.75
H -0.334 -1.063 -0.128 0.03 0.23 -0.71
H -1.358 1.859 1.230 -0.41 1.21 0.45
H -0.831 0.241 1.568 0.05 0.02 0.03
C -2.328 2.278 -4.211 -1.61 3.29 1.65
O -2.631 3.327 -3.535 1.15 -2.42 -0.99
N -1.383 1.395 -3.853 0.03 0.41 0.37
N -3.061 2.026 -5.323 0.80 -1.66 -1.14
H -1.358 0.433 -4.168 0.20 0.32 -0.08
H -0.914 1.670 -2.983 -0.04 -0.51 0.05
H -2.580 1.498 -6.044 -0.26 -0.01 0.19
H -3.622 2.748 -5.700 -0.41 0.81 0.15
C 1.643 -2.018 4.560 -0.08 -0.03 -0.29
C 0.341 -1.909 3.757 -0.47 0.82 0.37
C -0.796 -1.538 4.736 1.04 -0.27 0.39
O 0.407 -0.833 2.812 0.22 0.08 -0.54
H 1.614 -2.856 5.253 -0.17 -0.32 -0.12
H 1.708 -1.127 5.222 0.44 -0.29 -0.80
H 2.500 -2.172 3.872 -0.36 0.43 0.67
H 0.069 -2.844 3.211 0.30 0.46 0.45
H -0.795 -0.497 5.128 0.27 -0.45 -0.78
H -0.491 -2.124 5.606 -0.98 -0.26 0.21
H -1.772 -1.790 4.343 -0.26 -0.12 0.13
H 1.288 -0.767 2.401 -0.26 -0.11 0.43
```
Positions in Å, forces in eV/Å.

LUMO (eV): 0.218
Frontier orbital gap (eV): 9.58
Energy above the lowest of the compared OMol25 structures with the same formula, charge and spin (kJ/mol): 0.0
E (eV): -72726.73704
Structure (SMILES): NC(N)=O.NC(N)=O.NC(N)=O.NC(N)=O.NC(N)=O.NC(N)=O.NC(N)=O.NC(N)=O.NC(N)=O.NC(N)=O.NC(N)=O.CC(C)O

Mulliken population analysis, charges in e, atoms 1 to 5: C 0.237; O -0.670; N 0.497; N -0.303; H -0.321

---

(3)
The following is a quantum chemistry calculation of 2 unconnected molecules or ions with the total composition C4H3ClS2, from the Open Molecules 2025 dataset.

XYZ file:
```
10
Properties=species:S:1:pos:R:3:forces:R:3
C 1.563 -1.263 0.696 -0.73 0.60 2.05
C 1.416 -1.131 -0.709 -0.68 -0.79 -0.94
C 3.242 1.276 0.328 1.61 1.39 -0.85
C 2.737 -1.363 1.272 2.63 -0.45 -1.71
S 2.907 2.028 1.663 -0.35 -0.71 -0.46
S 3.915 0.934 -1.062 -0.98 -0.13 1.26
Cl 0.666 -2.555 -1.279 -0.16 0.05 -0.33
H 0.684 -1.142 1.358 0.15 0.00 -0.70
H 3.112 -1.263 2.242 -0.81 -0.14 1.89
H 3.643 -1.523 0.660 -0.68 0.20 -0.21
```
Positions in Å, forces in eV/Å.

LUMO (eV): -1.004
Frontier orbital gap (eV): 7.76
Energy above the lowest of the compared OMol25 structures with the same formula, charge and spin (kJ/mol): 271.0
E (eV): -38384.68128

Mulliken population analysis, charges in e, atoms 1 to 5: C 0.065; C -0.051; C 0.383; C -0.890; S -0.216

---

(4)
The following is a quantum chemistry calculation of a single CH4S molecule, from the Open Molecules 2025 dataset.

XYZ file:
```
6
Properties=species:S:1:pos:R:3:forces:R:3
C 1.060 -0.313 0.272 0.07 -2.47 -0.84
H 1.715 0.490 0.093 1.00 0.83 0.01
H 1.123 -0.699 1.282 0.08 0.24 0.24
H 1.373 -1.201 -0.396 -0.58 1.58 0.87
H -0.872 -0.800 -0.898 -0.29 0.29 0.11
S -0.606 0.256 -0.107 -0.27 -0.47 -0.39
```
Positions in Å, forces in eV/Å.

LUMO (eV): 1.017
Frontier orbital gap (eV): 10.10
Energy above the lowest of the compared OMol25 structures with the same formula, charge and spin (kJ/mol): 15.9
E (eV): -11936.72449
Structure (SMILES): CS

Mulliken population analysis, charges in e, atoms 1 to 5: C -0.693; H 0.244; H 0.272; H 0.251; H 0.115

---

(5)
The following is a quantum chemistry calculation of a gas-phase ion, C2H4NO3P (charge -2), from the Open Molecules 2025 dataset.

XYZ file:
```
11
Properties=species:S:1:pos:R:3:forces:R:3
C -0.142 -1.297 0.824 -1.16 -2.15 1.40
C 0.132 -0.111 -0.064 -0.31 1.03 2.90
N -1.150 -0.714 -0.031 -1.78 0.13 -1.91
O -1.527 -1.329 -1.280 0.50 -0.09 1.02
O 2.077 1.663 0.394 0.73 -0.06 0.68
O 0.063 2.433 -0.867 0.64 2.18 1.99
P 0.568 1.627 0.603 0.34 0.03 -0.39
H 0.157 -2.394 0.706 0.10 1.64 -0.77
H -0.603 -1.261 1.861 1.30 0.59 -0.66
H 0.688 -0.283 -0.918 1.30 -0.79 -1.87
H -0.263 1.665 -1.228 -1.66 -2.52 -2.39
```
Positions in Å, forces in eV/Å.

LUMO (eV): 7.512
Frontier orbital gap (eV): 6.14
Energy above the lowest of the compared OMol25 structures with the same formula, charge and spin (kJ/mol): 484.3
E (eV): -19055.52994
Charge: -2
Structure (SMILES): [O-]N1C[C@@H]1P([O-])O

Mulliken population analysis, charges in e, atoms 1 to 5: C -0.042; C -0.594; N -0.224; O -0.857; O -0.606

---

(6)
The following is a quantum chemistry calculation of a molecular structure, C44H33Br2N4PSbSe4W, from the Open Molecules 2025 dataset.

XYZ file:
```
90
Properties=species:S:1:pos:R:3:forces:R:3
W -0.837 0.260 0.696 0.73 0.08 0.00
C -0.510 -0.473 3.894 -0.23 -0.07 0.15
N -1.277 0.186 2.846 0.37 0.43 0.00
C -2.433 0.709 3.157 -0.02 0.28 0.23
C -3.096 1.499 2.215 -0.10 0.01 0.04
C -4.363 2.107 2.172 0.02 -0.01 0.02
C -4.474 2.679 0.914 0.30 -0.09 -0.16
C -3.269 2.388 0.235 -0.28 0.21 0.15
N -2.446 1.695 1.014 0.01 -0.27 -0.04
C 0.860 0.132 4.080 0.02 0.00 -0.05
C 1.996 -0.665 4.026 0.06 -0.02 0.07
C 3.261 -0.112 4.185 -0.05 0.00 0.05
C 3.398 1.252 4.400 -0.04 0.01 0.01
C 2.266 2.056 4.465 0.04 -0.03 0.02
C 1.006 1.497 4.308 -0.01 0.01 0.01
H -0.403 -1.535 3.673 0.02 -0.02 -0.04
H -1.065 -0.398 4.837 0.02 -0.03 0.00
H -2.868 0.529 4.141 0.01 0.06 -0.04
H -5.093 2.111 2.965 -0.01 -0.02 -0.01
H -5.317 3.212 0.507 0.01 0.02 0.01
H -2.992 2.644 -0.778 0.01 0.01 0.01
H 1.889 -1.731 3.856 0.00 0.01 -0.04
H 4.138 -0.746 4.134 0.00 0.00 -0.02
H 4.383 1.688 4.510 0.00 0.00 0.02
H 2.365 3.120 4.642 0.00 0.00 -0.01
H 0.123 2.125 4.365 0.00 0.00 -0.05
C -3.428 -0.451 -5.231 0.01 -0.02 -0.03
C -2.075 -0.699 -5.426 -0.01 0.00 -0.02
C -1.184 -0.527 -4.384 -0.04 -0.04 0.06
C -1.626 -0.056 -3.142 -0.04 0.02 -0.13
C -2.977 0.223 -2.968 -0.02 0.13 -0.11
C -3.878 -0.004 -4.003 0.04 0.06 0.09
P -0.412 0.152 -1.804 -0.01 -0.19 0.69
C 0.676 -1.274 -2.148 0.15 0.20 -0.18
C 2.043 -1.138 -2.359 0.06 -0.05 -0.10
C 2.834 -2.259 -2.595 -0.06 0.03 0.05
C 2.261 -3.522 -2.602 -0.03 -0.01 0.00
C 0.890 -3.659 -2.398 -0.03 0.01 -0.01
C 0.099 -2.544 -2.175 0.03 -0.17 -0.07
C 0.526 1.643 -2.229 -0.25 0.10 0.06
C 1.008 1.971 -3.464 0.21 0.12 -0.13
C 1.606 3.235 -3.683 -0.07 -0.22 0.02
C 1.684 4.136 -2.661 -0.04 0.05 0.10
C 1.166 3.836 -1.375 0.11 0.13 -0.09
C 1.224 4.779 -0.318 -0.01 -0.05 -0.07
C 0.633 4.484 0.875 -0.08 -0.14 0.05
C -0.021 3.242 1.063 -0.05 0.29 -0.03
C -0.056 2.259 0.099 0.08 -0.16 0.25
C 0.558 2.575 -1.155 0.06 0.08 0.08
H -4.133 -0.633 -6.033 0.00 -0.01 0.01
H -1.719 -1.056 -6.385 0.00 -0.04 0.01
H -0.145 -0.800 -4.525 0.00 0.03 -0.01
H -3.351 0.595 -2.025 0.00 -0.09 0.07
H -4.933 0.129 -3.808 -0.02 0.05 -0.02
H 2.496 -0.152 -2.351 0.00 -0.02 0.01
H 3.896 -2.139 -2.778 0.00 0.00 0.04
H 2.876 -4.396 -2.774 -0.02 0.00 -0.03
H 0.416 -4.633 -2.426 0.04 -0.01 0.02
H -0.973 -2.684 -2.066 -0.04 0.07 0.08
H 0.922 1.275 -4.289 0.01 0.00 0.01
H 1.984 3.487 -4.666 0.00 0.00 -0.01
H 2.114 5.117 -2.829 0.04 -0.02 0.02
H 1.719 5.728 -0.483 -0.01 0.00 -0.01
H 0.660 5.201 1.689 -0.03 0.01 -0.01
H -0.506 3.070 2.020 0.01 -0.01 -0.01
Br 5.999 -0.459 0.355 0.09 -0.01 -0.01
C 4.149 -0.290 0.653 -0.16 -0.10 0.01
C 3.592 0.926 1.007 -0.14 0.11 0.07
C 2.225 1.009 1.144 0.16 -0.06 -0.15
N 1.364 -0.018 0.916 0.54 0.43 0.31
C 1.961 -1.219 0.776 -0.37 -0.70 -0.08
C 3.324 -1.386 0.585 0.17 0.01 0.10
C 1.062 -2.378 0.949 0.42 0.46 -0.18
C 1.508 -3.692 0.929 -0.06 -0.16 0.15
C 0.588 -4.680 1.214 0.08 0.08 -0.03
Br 1.126 -6.486 1.170 0.03 -0.08 -0.03
C -0.711 -4.349 1.550 -0.08 0.15 0.04
C -1.058 -3.009 1.559 0.16 -0.22 -0.13
N -0.197 -2.039 1.212 0.01 0.29 -0.21
H 4.199 1.797 1.207 -0.01 0.02 -0.05
H 1.791 1.936 1.467 -0.01 0.07 -0.12
H 3.722 -2.368 0.385 0.03 0.01 0.01
H 2.532 -3.942 0.701 -0.01 -0.02 -0.05
H -1.467 -5.088 1.774 0.01 0.00 0.03
H -2.068 -2.728 1.818 -0.04 0.01 -0.02
Se -3.505 -3.808 -2.551 -0.11 0.13 0.21
Sb -4.631 -2.670 -0.737 -0.59 -0.45 -0.33
Se -2.633 -1.022 0.063 -1.07 -0.47 -0.48
Se -6.336 -1.039 -1.232 0.17 -0.23 0.04
Se -4.651 -3.738 1.439 -0.08 0.02 -0.13
```
Positions in Å, forces in eV/Å.

LUMO (spin up / spin down) (eV): 1.280 / 1.102
Frontier orbital gap (spin up / spin down) (eV): 5.14 / 5.13
Energy above the lowest of the compared OMol25 structures with the same formula, charge and spin (kJ/mol): 0.0
E (eV): -471250.87200
Charge: -1

Mulliken population analysis, charges in e, atoms 1 to 5: W 1.611; C -1.567; N 0.142; C -0.239; C -0.291